Entry 1:
ORCA calculation (ωB97M-V/def2-TZVPD) on 11 unconnected molecules or ions with the total composition C36H90N4O11 at a distorted geometry.

Output
relative energy (zero: lowest compared OMol25 entry of this formula, charge and spin): 493.67 kJ/mol
HOMO level: -8.12 eV
SMILES string: CC1(C)CCCC(C)(C)N1O.CC1(C)CCCC(C)(C)N1O.CC1(C)CCCC(C)(C)N1O.CC1(C)CCCC(C)(C)N1O.O.O.O.O.O.O.O
E_LUMO: 0.38 eV

Geometry as ORCA input:
```
! wB97M-V def2-TZVPD RIJCOSX def2/J DEFGRID3
* xyz 0 1
C -3.24 -4.42 -0.38
C -1.82 -4.35 0.27
C -0.79 -4.53 -0.91
C -1.49 -2.90 0.78
C -2.10 -2.59 2.20
C -1.78 -3.74 3.09
C -2.01 -5.15 2.69
C -1.28 -6.09 3.57
C -3.51 -5.47 2.91
N -1.52 -5.33 1.38
O -1.62 -6.63 0.91
H -3.70 -5.40 -0.36
H -4.02 -3.87 0.14
H -3.26 -4.17 -1.44
H -0.95 -3.76 -1.67
H 0.27 -4.55 -0.67
H -0.96 -5.48 -1.41
H -0.43 -2.62 0.80
H -1.93 -2.08 0.22
H -1.62 -1.65 2.47
H -3.19 -2.57 2.19
H -2.58 -3.57 3.82
H -0.92 -3.50 3.71
H -1.20 -7.13 3.25
H -1.76 -6.00 4.54
H -0.23 -5.79 3.62
H -4.04 -5.05 2.06
H -3.94 -4.97 3.78
H -3.73 -6.53 3.05
H -2.57 -6.74 0.78
C 4.59 1.09 3.55
C 3.15 1.61 3.70
C 2.13 0.63 3.10
C 2.90 1.52 5.21
C 1.68 2.33 5.75
C 1.70 3.81 5.31
C 1.96 3.98 3.75
C 0.60 3.99 2.99
C 2.71 5.40 3.84
N 2.99 3.01 3.22
O 3.33 3.10 1.86
H 4.55 0.27 4.27
H 4.82 0.81 2.52
H 5.29 1.77 4.03
H 1.98 -0.35 3.55
H 1.14 1.08 3.11
H 2.43 0.55 2.05
H 2.82 0.50 5.58
H 3.80 1.96 5.64
H 0.86 1.71 5.38
H 1.40 2.25 6.80
H 2.40 4.37 5.94
H 0.70 4.20 5.46
H 0.81 4.17 1.93
H 0.07 4.88 3.34
H -0.01 3.09 3.08
H 2.18 6.18 4.38
H 2.76 5.86 2.85
H 3.74 5.38 4.20
H 2.65 2.61 1.40
C 2.79 2.84 -3.73
C 2.72 2.55 -2.25
C 4.19 2.69 -1.56
C 1.81 3.60 -1.60
C 0.29 3.29 -1.64
C -0.03 1.93 -1.16
C 0.75 0.84 -1.87
C 0.76 -0.42 -0.97
C 0.09 0.49 -3.24
N 2.17 1.23 -1.98
O 2.97 0.23 -2.49
H 3.55 3.55 -4.03
H 2.79 1.95 -4.35
H 1.96 3.50 -3.98
H 4.95 1.95 -1.80
H 4.61 3.64 -1.90
H 4.32 2.71 -0.48
H 1.97 3.74 -0.53
H 2.09 4.51 -2.13
H -0.17 4.08 -1.05
H -0.07 3.42 -2.66
H -1.08 1.75 -0.97
H 0.26 1.88 -0.11
H -0.28 -0.67 -0.76
H 1.16 -0.20 0.02
H 1.33 -1.27 -1.33
H 0.40 -0.51 -3.55
H 0.50 1.27 -3.88
H -1.00 0.57 -3.25
H 2.90 0.29 -3.45
C -6.44 -2.11 0.18
C -5.82 -1.00 -0.63
C -6.88 0.12 -0.70
C -4.59 -0.60 0.27
C -3.56 0.31 -0.34
C -3.13 -0.22 -1.70
C -4.30 -0.67 -2.64
C -4.84 0.56 -3.32
C -3.64 -1.51 -3.75
N -5.35 -1.48 -1.99
O -6.35 -1.92 -2.79
H -6.80 -2.95 -0.41
H -5.75 -2.56 0.89
H -7.25 -1.77 0.83
H -6.88 0.76 0.18
H -6.68 0.88 -1.45
H -7.91 -0.22 -0.80
H -4.71 0.11 1.09
H -4.09 -1.51 0.58
H -3.88 1.35 -0.45
H -2.67 0.28 0.29
H -2.34 -0.97 -1.77
H -2.73 0.69 -2.15
H -4.20 0.78 -4.17
H -4.99 1.41 -2.66
H -5.83 0.39 -3.77
H -2.83 -1.01 -4.28
H -4.32 -1.83 -4.53
H -3.23 -2.43 -3.32
H -6.02 -2.75 -3.14
O 7.05 4.30 -0.99
H 7.88 3.97 -0.67
H 6.77 4.93 -0.32
O 2.45 -2.83 0.47
H 2.02 -3.47 1.04
H 3.37 -3.08 0.48
O 4.50 -0.13 -0.11
H 4.74 0.11 -1.00
H 3.55 0.01 -0.07
O 4.73 2.99 -6.46
H 4.12 3.73 -6.51
H 5.57 3.36 -6.72
O 2.66 -3.45 -3.08
H 2.90 -2.71 -2.52
H 2.45 -4.15 -2.47
O 2.39 -0.79 -6.00
H 3.23 -1.13 -6.30
H 2.19 -0.07 -6.59
O 5.54 6.19 -2.33
H 4.77 5.86 -1.86
H 6.26 5.65 -2.01
*
```

---

Entry 2:
ORCA calculation (ωB97M-V/def2-TZVPD) on 6 unconnected molecules or ions with the total composition C36H90N6 at a distorted geometry.

Output
relative energy (zero: lowest compared OMol25 entry of this formula, charge and spin): 4.40 kJ/mol
HOMO level: -8.00 eV
SMILES string: CCN(CC)CC.CCN(CC)CC.CCN(CC)CC.CCN(CC)CC.CCN(CC)CC.CCN(CC)CC
E_LUMO: 0.66 eV

Geometry as ORCA input:
```
! wB97M-V def2-TZVPD RIJCOSX def2/J DEFGRID3
* xyz 0 1
C 7.83 -1.62 0.67
C 7.40 -2.32 1.95
N 5.96 -2.49 2.06
C 5.53 -3.50 3.01
C 6.06 -3.32 4.44
C 5.16 -1.31 2.04
C 3.79 -1.49 1.40
H 7.61 -0.56 0.72
H 7.38 -2.09 -0.21
H 8.91 -1.70 0.55
H 7.87 -3.30 2.07
H 7.75 -1.75 2.83
H 4.44 -3.47 3.06
H 5.82 -4.48 2.63
H 5.80 -2.38 4.91
H 5.75 -4.19 5.02
H 7.15 -3.42 4.46
H 5.66 -0.49 1.52
H 5.02 -0.86 3.05
H 3.11 -2.03 2.06
H 3.86 -2.08 0.48
H 3.33 -0.54 1.11
C 2.35 -5.56 -6.67
C 1.38 -4.53 -6.07
N 0.97 -4.72 -4.68
C 2.09 -4.68 -3.74
C 2.85 -3.35 -3.81
C 0.23 -5.96 -4.53
C -0.73 -5.90 -3.33
H 2.84 -5.13 -7.55
H 1.80 -6.45 -6.97
H 3.13 -5.87 -5.98
H 1.70 -3.51 -6.28
H 0.46 -4.57 -6.67
H 1.64 -4.74 -2.75
H 2.79 -5.53 -3.87
H 3.36 -3.25 -4.76
H 2.11 -2.54 -3.74
H 3.49 -3.23 -2.94
H 0.92 -6.81 -4.44
H -0.42 -6.09 -5.40
H -1.25 -6.86 -3.24
H -1.50 -5.15 -3.53
H -0.28 -5.65 -2.38
C 1.34 2.24 5.03
C 0.61 0.92 5.23
N -0.81 1.04 5.50
C -1.47 1.93 4.56
C -2.98 2.00 4.70
C -1.43 -0.26 5.67
C -1.42 -1.21 4.45
H 1.23 2.92 5.88
H 1.11 2.76 4.10
H 2.42 2.02 5.00
H 0.82 0.28 4.35
H 1.08 0.42 6.09
H -1.07 2.94 4.66
H -1.21 1.66 3.51
H -3.47 1.06 4.45
H -3.24 2.24 5.73
H -3.35 2.79 4.05
H -2.48 -0.10 5.92
H -0.98 -0.78 6.51
H -2.01 -2.07 4.77
H -0.43 -1.53 4.14
H -1.95 -0.75 3.61
C -6.84 2.11 3.69
C -6.38 2.08 2.23
N -5.35 1.10 1.96
C -5.75 -0.28 2.13
C -4.57 -1.20 2.44
C -4.43 1.45 0.91
C -4.99 1.26 -0.52
H -7.33 3.05 3.93
H -5.95 2.00 4.33
H -7.50 1.28 3.91
H -7.27 1.90 1.59
H -6.01 3.07 1.95
H -6.28 -0.68 1.26
H -6.44 -0.29 2.97
H -3.67 -0.89 1.90
H -4.75 -2.22 2.10
H -4.29 -1.20 3.50
H -4.12 2.48 1.07
H -3.55 0.80 0.99
H -5.19 0.21 -0.70
H -5.96 1.77 -0.56
H -4.38 1.72 -1.29
C 0.90 2.68 -4.49
C -0.13 3.28 -3.54
N -0.38 4.68 -3.83
C -1.13 4.88 -5.08
C -2.56 4.39 -5.11
C -0.95 5.37 -2.68
C -1.00 6.88 -2.84
H 1.45 1.83 -4.08
H 1.68 3.43 -4.68
H 0.48 2.41 -5.46
H -1.04 2.66 -3.58
H 0.27 3.17 -2.53
H -1.12 5.96 -5.26
H -0.53 4.44 -5.87
H -3.17 4.80 -4.31
H -3.00 4.66 -6.07
H -2.62 3.30 -5.04
H -0.39 5.09 -1.78
H -1.99 5.03 -2.53
H -1.81 7.17 -3.50
H -0.05 7.32 -3.12
H -1.24 7.29 -1.85
C -1.58 -0.88 -0.73
C -0.99 0.36 -1.41
N -0.16 1.21 -0.56
C -0.90 1.78 0.56
C -0.20 2.97 1.20
C 1.11 0.65 -0.18
C 2.01 0.32 -1.36
H -2.25 -0.58 0.08
H -0.83 -1.56 -0.32
H -2.19 -1.44 -1.44
H -0.49 0.04 -2.32
H -1.84 0.99 -1.70
H -1.86 2.18 0.20
H -1.22 1.01 1.29
H -0.81 3.29 2.05
H 0.79 2.73 1.58
H -0.12 3.77 0.47
H 1.02 -0.24 0.48
H 1.70 1.39 0.37
H 2.92 -0.22 -1.09
H 2.25 1.19 -1.97
H 1.55 -0.32 -2.13
*
```